[1]
# C3H7BNa5O7

A molecular structure, C3H7BNa5O7 at a distorted geometry (the ωB97M-V functional and the def2-TZVPD basis, OMol25).

ORCA input file:
```
! wB97M-V def2-TZVPD RIJCOSX def2/J DEFGRID3
* xyz -1 1
Na -20.743 32.048 2.337
Na -18.854 27.605 -0.751
Na -21.640 27.028 3.459
Na -24.188 25.586 -1.922
Na -26.242 28.622 3.263
C -26.184 24.078 2.247
O -26.407 22.913 2.047
O -26.685 24.898 1.427
O -25.427 24.560 3.136
C -20.650 23.326 -0.599
O -20.546 23.925 -1.718
O -20.505 23.960 0.438
O -21.065 22.138 -0.694
B -23.167 29.306 -0.343
H -23.052 30.224 -0.899
H -22.882 29.436 0.690
H -24.208 29.024 -0.361
H -22.533 28.565 -0.805
C -23.377 32.143 6.787
O -23.357 31.161 5.761
H -23.157 31.851 7.815
H -22.689 32.979 6.662
H -24.302 32.717 6.831
*
```

The orbital gap comes out at 1.89 eV. The electronic energy is -40304.005 eV. Its HOMO energy is -2.4 eV. The calculation puts the energy relative to the best compared isomer or geometry (same formula, charge and spin) at 1311.11 kJ/mol.

Löwdin atomic charge list, values in e, 4 entries: atom 1 (Na): 0.534, atom 2 (Na): 0.485, atom 3 (Na): 0.625, atom 4 (Na): 0.852

[2]
# C8H13FeNP

A molecular structure, C8H13FeNP at a distorted geometry (the ωB97M-V functional and the def2-TZVPD basis, OMol25).

ORCA input file:
```
! wB97M-V def2-TZVPD RIJCOSX def2/J DEFGRID3
* xyz -1 5
C 0.079 -0.164 -2.811
C -0.907 -1.079 -3.316
C -0.525 -2.416 -2.927
C 0.667 -2.353 -2.128
C 1.052 -0.942 -2.010
Fe 1.253 1.392 -0.216
P -0.177 3.079 -0.747
H 0.204 0.939 -2.960
H -1.796 -0.775 -3.887
H -1.146 -3.306 -3.100
H 2.084 -0.561 -1.792
H 1.159 -3.177 -1.616
H -1.400 3.346 -0.114
H -0.724 3.412 -2.003
H 0.256 4.383 -0.519
C 0.391 0.101 4.187
C -0.547 -0.643 3.221
C -0.112 -0.304 1.870
N 0.365 0.226 0.942
H 1.434 -0.268 4.073
H 0.098 -0.009 5.215
H 0.389 1.186 3.938
H -0.497 -1.742 3.359
H -1.602 -0.325 3.341
*
```

The orbital gap (alpha / beta) comes out at 4.04 / 5.53 eV. The electronic energy is -53668.212 eV. Its HOMO energy (alpha / beta) is -1.2 / -2.7 eV.

Löwdin atomic charge list, values in e, 4 entries: atom 1 (C): -0.236, atom 2 (C): -0.223, atom 3 (C): -0.224, atom 4 (C): -0.213

[3]
# C78H163Cl8N9O8

13 unconnected molecules or ions with the total composition C78H163Cl8N9O8 at a distorted geometry (the ωB97M-V functional and the def2-TZVPD basis, OMol25).

ORCA input file:
```
! wB97M-V def2-TZVPD RIJCOSX def2/J DEFGRID3
* xyz 0 1
C 12.777 14.319 11.928
Cl 11.391 13.290 11.468
Cl 13.978 13.437 12.844
H 13.214 14.748 11.026
H 12.352 15.103 12.554
C 23.544 17.400 15.931
Cl 22.518 18.664 16.621
Cl 24.978 17.027 16.885
H 23.024 16.457 15.764
H 23.915 17.742 14.965
C 11.981 18.400 19.010
Cl 11.870 16.662 19.117
Cl 13.708 18.874 18.898
H 11.550 18.794 18.090
H 11.575 18.759 19.956
C 16.917 21.384 18.044
Cl 17.946 22.467 19.017
Cl 15.277 21.964 18.220
H 17.242 21.474 17.008
H 16.935 20.366 18.434
C 16.593 15.313 21.491
C 15.499 16.141 22.130
C 15.153 15.620 23.522
C 14.279 16.582 24.347
C 15.077 17.838 24.548
C 15.421 18.556 23.213
N 15.992 17.551 22.260
O 16.294 18.139 21.016
C 14.184 19.384 22.579
C 16.504 19.520 23.584
C 14.161 16.035 21.243
H 16.358 14.266 21.300
H 17.452 15.358 22.160
H 16.966 15.723 20.553
H 14.637 14.662 23.450
H 16.086 15.406 24.043
H 14.065 16.065 25.282
H 13.322 16.741 23.851
H 16.020 17.577 25.030
H 14.507 18.465 25.233
H 13.402 18.692 22.266
H 13.701 20.077 23.268
H 14.473 19.979 21.713
H 17.368 19.065 24.068
H 16.943 19.991 22.705
H 16.075 20.240 24.281
H 13.313 16.649 21.546
H 13.814 15.014 21.083
H 14.508 16.307 20.246
H 15.450 17.982 20.587
C 17.081 22.630 11.606
C 18.361 22.436 12.459
C 19.349 23.387 11.798
C 20.639 23.686 12.533
C 20.208 24.158 13.964
C 19.263 23.178 14.784
N 18.137 22.869 13.879
O 17.019 22.330 14.535
C 20.017 21.964 15.257
C 18.820 24.015 15.987
C 18.943 21.047 12.284
H 16.263 22.001 11.957
H 17.305 22.359 10.574
H 16.713 23.645 11.755
H 19.641 23.118 10.783
H 18.885 24.339 11.538
H 21.300 24.445 12.116
H 21.188 22.745 12.569
H 19.618 25.072 13.893
H 21.041 24.519 14.566
H 20.689 22.306 16.044
H 19.342 21.202 15.648
H 20.627 21.483 14.493
H 18.326 24.939 15.685
H 18.072 23.390 16.474
H 19.603 24.231 16.714
H 18.514 20.345 12.999
H 20.028 20.943 12.321
H 18.704 20.750 11.263
H 16.494 23.132 14.588
C 14.869 17.778 15.621
C 16.119 16.894 15.899
C 15.881 15.559 15.094
C 17.155 14.723 14.852
C 18.242 15.572 14.219
C 18.546 16.850 14.984
N 17.330 17.566 15.411
O 17.529 18.811 16.003
C 19.393 16.466 16.232
C 19.349 17.742 13.983
C 16.217 16.580 17.413
H 13.936 17.279 15.885
H 14.715 18.111 14.594
H 14.883 18.684 16.226
H 15.184 14.853 15.545
H 15.336 15.716 14.164
H 17.039 13.925 14.118
H 17.548 14.315 15.783
H 17.970 15.782 13.185
H 19.206 15.063 14.235
H 19.404 17.218 17.021
H 18.966 15.638 16.797
H 20.433 16.251 15.986
H 19.450 18.752 14.381
H 20.336 17.309 13.820
H 18.916 17.877 12.992
H 15.473 15.805 17.600
H 16.114 17.487 18.009
H 17.189 16.119 17.590
H 17.342 19.379 15.252
C 9.821 19.927 14.058
C 10.287 21.304 14.517
C 11.164 21.100 15.772
C 12.536 20.533 15.559
C 13.220 21.403 14.526
C 12.454 21.753 13.230
N 11.010 22.065 13.521
O 10.264 22.443 12.399
C 13.153 22.984 12.597
C 12.662 20.584 12.251
C 9.082 22.231 14.883
H 9.083 19.624 14.801
H 10.658 19.232 14.133
H 9.472 19.895 13.026
H 11.209 22.061 16.285
H 10.658 20.455 16.490
H 12.486 19.503 15.206
H 12.950 20.416 16.561
H 14.119 20.880 14.198
H 13.637 22.320 14.943
H 12.860 23.186 11.567
H 12.869 23.936 13.046
H 14.238 22.882 12.597
H 12.427 19.674 12.802
H 11.778 20.524 11.616
H 13.591 20.545 11.681
H 8.614 21.791 15.764
H 8.326 22.197 14.099
H 9.293 23.290 15.037
H 9.974 21.554 12.182
C 19.760 10.802 17.048
C 21.241 11.131 17.144
C 21.793 12.132 16.076
C 21.426 13.597 16.345
C 22.004 13.989 17.715
C 21.510 13.105 18.822
N 21.687 11.690 18.437
O 21.579 10.744 19.500
C 22.493 13.404 19.994
C 20.018 13.453 19.191
C 21.977 9.795 16.922
H 19.128 11.635 17.357
H 19.597 9.952 17.711
H 19.413 10.447 16.077
H 22.883 12.115 16.075
H 21.382 11.971 15.080
H 20.346 13.666 16.209
H 21.752 14.308 15.586
H 21.712 15.009 17.962
H 23.088 14.030 17.607
H 23.373 12.771 19.891
H 22.726 14.458 20.146
H 22.004 13.201 20.947
H 19.358 13.588 18.334
H 19.638 12.582 19.725
H 19.950 14.327 19.838
H 23.023 9.844 17.222
H 21.924 9.550 15.861
H 21.459 8.982 17.430
H 20.624 10.688 19.586
C 11.049 13.804 17.801
C 11.943 12.957 16.893
C 13.459 13.299 17.125
C 13.907 12.710 18.491
C 13.664 11.262 18.596
C 12.143 10.876 18.381
N 11.659 11.507 17.126
O 10.295 11.162 16.829
C 12.082 9.345 18.045
C 11.196 11.168 19.585
C 11.699 13.382 15.396
H 11.430 13.950 18.812
H 10.041 13.444 18.005
H 10.862 14.726 17.250
H 14.072 12.779 16.388
H 13.467 14.388 17.156
H 13.436 13.173 19.358
H 14.962 12.912 18.679
H 14.057 11.011 19.580
H 14.404 10.787 17.953
H 12.611 8.851 18.859
H 11.090 8.895 18.017
H 12.559 9.057 17.108
H 11.211 10.327 20.278
H 11.517 12.077 20.094
H 10.136 11.192 19.335
H 12.001 12.676 14.622
H 12.266 14.248 15.053
H 10.654 13.581 15.161
H 10.378 10.403 16.247
C 15.727 10.430 10.863
C 17.068 11.039 10.682
C 17.099 12.292 11.656
C 18.519 12.772 11.957
C 19.260 11.596 12.599
C 19.438 10.389 11.707
N 18.119 10.017 11.038
O 18.250 9.022 10.100
C 20.552 10.617 10.759
C 19.829 9.286 12.701
C 17.280 11.622 9.211
H 14.877 11.091 10.692
H 15.743 10.116 11.906
H 15.562 9.590 10.188
H 16.558 13.091 11.148
H 16.573 12.134 12.598
H 18.552 13.734 12.469
H 19.097 12.989 11.059
H 18.780 11.317 13.537
H 20.254 11.874 12.951
H 21.422 10.769 11.398
H 20.777 9.695 10.224
H 20.287 11.373 10.020
H 19.895 8.357 12.135
H 20.791 9.408 13.199
H 19.005 9.164 13.404
H 17.169 10.872 8.427
H 18.208 12.193 9.242
H 16.469 12.308 8.969
H 18.704 9.500 9.403
C 24.193 17.568 10.676
C 22.974 17.275 11.556
C 21.657 17.205 10.635
C 21.304 15.896 9.969
C 21.467 14.716 10.965
C 22.836 14.648 11.662
N 23.140 16.009 12.330
O 24.261 16.031 13.125
C 22.714 13.658 12.906
C 23.923 14.237 10.685
C 22.744 18.480 12.564
H 24.663 16.695 10.223
H 24.937 18.106 11.263
H 23.957 18.277 9.882
H 20.823 17.519 11.263
H 21.753 17.910 9.809
H 21.966 15.734 9.119
H 20.301 15.794 9.555
H 21.275 13.779 10.442
H 20.661 14.949 11.660
H 21.660 13.523 13.151
H 23.107 12.657 12.728
H 23.211 14.019 13.807
H 24.951 14.489 10.945
H 23.855 13.157 10.562
H 23.822 14.627 9.672
H 22.251 19.298 12.038
H 23.694 18.766 13.015
H 22.061 18.204 13.368
H 24.951 16.141 12.467
C 16.050 18.873 11.926
C 16.027 17.395 11.831
N 15.948 16.253 11.705
H 16.478 19.154 12.888
H 15.031 19.211 11.739
H 16.763 19.244 11.190
*
```

The orbital gap comes out at 8.28 eV. The electronic energy is -213487.323 eV. Its HOMO energy is -8.2 eV. The calculation puts the energy relative to the best compared isomer or geometry (same formula, charge and spin) at 323.09 kJ/mol.

Löwdin atomic charge list, values in e, 4 entries: atom 1 (C): -1.005, atom 2 (Cl): 0.501, atom 3 (Cl): 0.598, atom 4 (H): 0.025

[4]
# C6H10O

A molecular structure, C6H10O (the ωB97M-V functional and the def2-TZVPD basis, OMol25).

ORCA input file:
```
! wB97M-V def2-TZVPD RIJCOSX def2/J DEFGRID3
* xyz 0 1
C 2.046 0.402 0.155
C 0.586 0.064 -0.012
C -0.051 -1.223 0.549
C -0.926 -0.961 -0.685
C -1.717 0.303 -0.307
C -0.509 1.129 0.219
O 0.233 -0.405 -1.351
H 2.253 1.447 -0.102
H 2.627 -0.246 -0.510
H 2.370 0.219 1.185
H -0.509 -1.203 1.544
H 0.606 -2.087 0.423
H -1.423 -1.753 -1.249
H -2.486 0.108 0.448
H -2.187 0.755 -1.185
H -0.311 2.017 -0.389
H -0.603 1.436 1.266
*
```

The orbital gap comes out at 10.67 eV. The electronic energy is -8430.545 eV. Its HOMO energy is -9.6 eV. The calculation puts the energy relative to the best compared isomer or geometry (same formula, charge and spin) at 67.11 kJ/mol.

Löwdin atomic charge list, values in e, 4 entries: atom 1 (C): -0.001, atom 2 (C): -0.502, atom 3 (C): -0.035, atom 4 (C): -0.285

[5]
# C22H31N3O4

C22H31N3O4 in the gas phase (the ωB97M-V functional and the def2-TZVPD basis, OMol25).

ORCA input file:
```
! wB97M-V def2-TZVPD RIJCOSX def2/J DEFGRID3
* xyz 0 1
C 3.221 2.945 -0.584
C 2.078 3.164 0.373
O 0.989 2.319 -0.060
C -0.117 2.387 0.680
O -0.296 3.179 1.565
C -1.119 1.288 0.299
C -0.696 -0.009 1.029
C 0.809 -0.221 1.174
O 1.395 0.186 2.167
N 1.413 -0.898 0.172
C 2.871 -1.020 0.160
C 3.267 -2.128 1.160
C 2.914 -3.549 0.789
C 1.625 -3.969 0.478
C 1.401 -5.295 0.141
C 2.471 -6.176 0.143
N 3.708 -5.809 0.469
C 3.902 -4.533 0.781
C 3.417 -1.167 -1.292
C 4.584 -2.176 -1.518
C 4.108 -3.182 -2.567
C 3.137 -2.358 -3.406
C 2.353 -1.616 -2.330
C -2.516 1.720 0.754
C -2.987 2.935 -0.031
C -3.067 2.613 -1.511
N -1.878 1.894 -1.964
C -1.110 1.062 -1.217
O -0.438 0.190 -1.746
H 4.067 3.570 -0.296
H 3.543 1.904 -0.569
H 2.932 3.203 -1.603
H 2.331 2.879 1.395
H 1.736 4.199 0.378
H -1.078 0.046 2.048
H -1.158 -0.856 0.522
H 0.906 -0.876 -0.704
H 3.269 -0.098 0.592
H 4.342 -2.070 1.344
H 2.788 -1.865 2.105
H 0.804 -3.266 0.497
H 0.409 -5.644 -0.112
H 2.330 -7.219 -0.116
H 4.922 -4.263 1.044
H 3.763 -0.177 -1.595
H 5.445 -1.631 -1.913
H 4.928 -2.656 -0.607
H 4.932 -3.612 -3.137
H 3.569 -4.005 -2.088
H 3.687 -1.654 -4.038
H 2.497 -2.959 -4.054
H 1.668 -2.336 -1.874
H 1.756 -0.786 -2.709
H -3.206 0.882 0.610
H -2.477 1.944 1.819
H -3.970 3.258 0.312
H -2.299 3.764 0.140
H -3.953 1.998 -1.707
H -3.164 3.525 -2.100
H -1.840 1.661 -2.946
*
```

The orbital gap comes out at 9.55 eV. The electronic energy is -35979.541 eV. Its HOMO energy is -9.0 eV. The calculation puts the energy relative to the best compared isomer or geometry (same formula, charge and spin) at 72.23 kJ/mol.

Löwdin atomic charge list, values in e, 4 entries: atom 1 (C): -0.050, atom 2 (C): -0.191, atom 3 (O): 0.013, atom 4 (C): -0.451

[6]
# CH5OPS

2 unconnected molecules or ions with the total composition CH5OPS at a distorted geometry (the ωB97M-V functional and the def2-TZVPD basis, OMol25).

ORCA input file:
```
! wB97M-V def2-TZVPD RIJCOSX def2/J DEFGRID3
* xyz 0 1
C -0.238 0.977 0.711
O 0.982 -1.518 -0.225
P -0.380 -0.656 -0.251
S -1.894 -1.826 0.147
H 0.170 0.860 1.666
H 0.374 1.588 0.105
H -1.192 1.315 0.784
H 1.641 -1.090 -0.857
H 0.537 0.350 -2.081
*
```

The orbital gap (alpha / beta) comes out at 7.75 / 7.75 eV. The electronic energy is -23287.615 eV. Its HOMO energy (alpha / beta) is -9.0 / -9.1 eV. The calculation puts the energy relative to the best compared isomer or geometry (same formula, charge and spin) at 253.06 kJ/mol.

Löwdin atomic charge list, values in e, 4 entries: atom 1 (C): -0.228, atom 2 (O): -0.383, atom 3 (P): 0.249, atom 4 (S): 0.222

[7]
# C4H10O3

2 unconnected molecules or ions with the total composition C4H10O3 at a distorted geometry (the ωB97M-V functional and the def2-TZVPD basis, OMol25).

ORCA input file:
```
! wB97M-V def2-TZVPD RIJCOSX def2/J DEFGRID3
* xyz 0 1
C 1.240 -0.339 -0.291
O -0.069 -0.705 -0.685
C 1.564 -0.312 1.241
C 0.649 0.676 2.021
C -0.744 0.149 2.167
O -1.110 -0.258 3.244
H 2.089 -0.768 -0.827
H 1.261 0.743 -0.507
H 0.047 -1.357 -1.400
H 1.204 -1.329 1.482
H 2.615 -0.239 1.481
H 0.615 1.577 1.352
H 1.099 1.112 2.911
H -1.365 0.007 1.267
H -3.213 0.124 -3.771
H -2.500 0.484 -5.025
O -3.384 0.435 -4.660
*
```

The orbital gap comes out at 9.98 eV. The electronic energy is -10451.192 eV. Its HOMO energy is -9.7 eV. The calculation puts the energy relative to the best compared isomer or geometry (same formula, charge and spin) at 198.00 kJ/mol.

Löwdin atomic charge list, values in e, 4 entries: atom 1 (C): -0.278, atom 2 (O): -0.070, atom 3 (C): -0.161, atom 4 (C): -0.162

[8]
# C20H18N2O2

C20H18N2O2 in the gas phase at a distorted geometry (the ωB97M-V functional and the def2-TZVPD basis, OMol25).

ORCA input file:
```
! wB97M-V def2-TZVPD RIJCOSX def2/J DEFGRID3
* xyz 0 1
C -0.465 0.293 3.383
C 0.949 0.807 3.363
C 1.278 1.009 1.899
O 2.397 1.229 1.488
N 0.089 0.848 1.142
C -1.007 0.516 1.986
O -2.156 0.474 1.600
H -0.490 -0.783 3.596
H -1.084 0.822 4.119
H 1.044 1.775 3.875
H 1.666 0.107 3.803
C -1.415 -2.350 -4.039
N -0.895 -1.771 -2.814
C -0.232 -0.582 -2.761
C 0.379 -0.428 -1.498
C 1.274 0.621 -1.143
C 0.931 1.907 -0.732
C -0.265 1.922 0.148
C -0.486 3.165 0.913
C 0.312 4.248 0.731
C 1.429 4.199 -0.138
C 1.703 3.071 -0.887
C 0.036 -1.638 -0.743
C 0.395 -2.148 0.499
C -0.080 -3.420 0.864
C -0.943 -4.154 0.032
C -1.308 -3.656 -1.225
C -0.800 -2.417 -1.582
H -1.851 -3.329 -3.826
H -2.176 -1.688 -4.472
H -0.603 -2.474 -4.773
H -0.216 0.098 -3.609
H 2.318 0.483 -1.449
H -1.169 1.586 -0.381
H -1.288 3.126 1.651
H 0.100 5.160 1.291
H 2.100 5.056 -0.182
H 2.565 3.022 -1.561
H 1.035 -1.553 1.153
H 0.221 -3.850 1.821
H -1.324 -5.120 0.364
H -1.968 -4.184 -1.906
*
```

The orbital gap comes out at 7.27 eV. The electronic energy is -28105.746 eV. Its HOMO energy is -7.4 eV. The calculation puts the energy relative to the best compared isomer or geometry (same formula, charge and spin) at 333.72 kJ/mol.

Löwdin atomic charge list, values in e, 4 entries: atom 1 (C): -0.079, atom 2 (C): -0.079, atom 3 (C): -0.401, atom 4 (O): 0.116